A molecular structure, C40H66ClN4O6SeTa. Source: OMol25; level of theory: ωB97M-V/def2-TZVPD.

* frontier orbital gap: 7.5 eV
* relative energy (zero: lowest compared OMol25 entry of this formula, charge and spin): 12.58 kJ/mol
* total charge: 0

Last column: Mulliken charge in e.
Geometry (Å):
Ta 0.669 0.863 -0.247  -0.115
C -2.772 1.286 0.677  -0.951
N -2.175 0.325 -0.258  1.099
C -2.806 0.472 -1.575  -1.397
C -2.382 -1.022 0.263  -1.435
C -1.495 -2.035 -0.412  -1.320
N -0.061 -1.708 -0.337  1.144
C 0.624 -2.301 -1.500  -1.257
C 0.134 -1.800 -2.830  0.270
C -0.254 -2.732 -3.783  -0.202
C -0.640 -2.339 -5.056  -0.634
C -0.542 -0.985 -5.332  -0.389
C -0.106 -0.007 -4.435  0.098
C 0.142 -0.439 -3.122  -0.003
O 0.390 0.399 -2.081  0.289
C 0.081 1.400 -5.042  2.464
C 0.834 1.280 -6.382  -1.769
C -1.295 2.032 -5.284  -1.550
C 0.903 2.339 -4.166  -2.288
C -1.124 -3.308 -6.134  1.968
C -2.585 -2.985 -6.479  -1.595
C -0.260 -3.157 -7.396  -1.589
C -1.043 -4.760 -5.671  -2.142
C 0.561 -2.319 0.853  -1.833
C -0.029 -1.909 2.174  0.641
C -0.438 -2.896 3.045  -0.577
C -0.968 -2.586 4.299  -0.829
C -1.005 -1.248 4.627  0.001
C -0.583 -0.196 3.790  0.332
C -0.137 -0.553 2.519  0.199
O 0.196 0.330 1.545  0.666
C -0.641 1.199 4.452  2.538
C 0.215 1.157 5.732  -1.924
C -0.100 2.329 3.586  -2.236
C -2.089 1.549 4.819  -1.739
C -1.474 -3.691 5.229  1.972
C -2.018 -3.135 6.543  -2.048
C -0.323 -4.656 5.543  -1.698
C -2.599 -4.460 4.523  -1.605
H -3.849 1.106 0.796  0.463
H -2.290 1.193 1.649  -0.055
H -2.633 2.301 0.312  0.308
H -3.881 0.253 -1.512  0.414
H -2.680 1.484 -1.943  0.273
H -2.350 -0.204 -2.298  0.377
H -2.191 -1.005 1.333  0.343
H -3.429 -1.332 0.126  0.602
H -1.679 -3.020 0.037  0.351
H -1.765 -2.104 -1.465  0.675
H 1.687 -2.096 -1.387  0.570
H 0.486 -3.391 -1.479  0.298
H -0.241 -3.780 -3.502  0.568
H -0.806 -0.654 -6.328  0.402
H 0.252 0.792 -7.165  0.358
H 1.086 2.280 -6.741  0.490
H 1.763 0.719 -6.253  0.373
H -1.917 1.407 -5.930  0.309
H -1.823 2.175 -4.338  0.077
H -1.183 3.011 -5.760  0.467
H 1.817 1.871 -3.797  0.423
H 1.179 3.221 -4.750  0.543
H 0.319 2.674 -3.321  0.212
H -2.694 -1.952 -6.818  0.296
H -2.944 -3.644 -7.275  0.449
H -3.226 -3.121 -5.605  0.349
H -0.354 -2.162 -7.835  0.316
H 0.794 -3.324 -7.165  0.352
H -0.567 -3.886 -8.151  0.459
H -1.680 -4.945 -4.803  0.381
H -1.380 -5.417 -6.476  0.438
H -0.019 -5.045 -5.415  0.397
H 0.476 -3.412 0.776  0.350
H 1.618 -2.065 0.819  0.481
H -0.333 -3.931 2.730  0.521
H -1.385 -0.970 5.599  0.393
H 1.228 0.817 5.504  0.397
H 0.279 2.159 6.163  0.485
H -0.198 0.494 6.495  0.370
H 0.894 2.110 3.195  -0.109
H -0.758 2.523 2.745  0.168
H -0.042 3.240 4.187  0.786
H -2.541 0.806 5.479  0.314
H -2.116 2.516 5.330  0.478
H -2.711 1.624 3.924  0.266
H -1.245 -2.610 7.110  0.381
H -2.852 -2.449 6.376  0.382
H -2.382 -3.958 7.162  0.443
H 0.506 -4.127 6.019  0.365
H -0.664 -5.443 6.221  0.465
H 0.059 -5.134 4.639  0.321
H -3.432 -3.793 4.286  0.368
H -2.253 -4.911 3.591  0.337
H -2.972 -5.262 5.167  0.426
Se 2.865 0.099 -0.156  -0.474
O -0.994 2.830 -1.410  -0.508
Cl 0.111 3.395 -0.673  1.530
O 0.164 4.803 -0.670  -0.679
O 0.031 2.791 0.711  -0.499
O 1.377 2.754 -1.180  -0.599
C 4.112 3.770 0.272  -0.720
C 5.239 4.612 0.943  -0.815
N 4.952 4.806 2.369  -0.174
C 4.869 3.495 3.019  -0.928
C 3.779 2.625 2.328  0.008
N 3.108 3.394 1.271  0.363
C 2.539 4.616 1.853  -0.084
C 3.658 5.474 2.511  -0.981
H 4.504 2.849 -0.164  0.450
H 3.613 4.332 -0.520  0.387
H 5.326 5.598 0.481  0.310
H 6.206 4.115 0.858  0.292
H 4.643 3.657 4.075  0.364
H 5.850 3.020 2.959  0.299
H 3.026 2.284 3.042  -0.292
H 4.213 1.740 1.864  0.526
H 1.778 4.322 2.579  -0.163
H 2.043 5.174 1.058  0.495
H 3.469 5.625 3.575  0.358
H 3.729 6.458 2.042  0.313


6 unconnected molecules or ions with the total composition C40H67N3O13. Source: OMol25; level of theory: ωB97M-V/def2-TZVPD.

* SMILES: NC[C@H](O)COC(=O)NCCCCCCCCCCCCn1cccc1.O=C1CCCO1.O=C1CCCO1.O=C1CCCO1.O=C1CCCO1.O=C1CCCO1
* frontier orbital gap: 8.2 eV
* total charge: 0

Last column: Mulliken charge in e.
Geometry (Å):
N -2.884 0.593 4.808  -0.703
C -1.949 -0.257 3.941  -0.008
C -2.487 -0.315 2.409  0.134
O -3.789 -1.008 2.381  -0.454
C -1.419 -1.030 1.361  0.083
O -0.035 -0.984 1.834  -0.262
C 0.913 -1.388 0.813  0.283
O 0.431 -1.937 -0.301  -0.601
N 2.404 -1.303 0.900  -0.171
C 2.889 -0.410 2.012  -0.402
C 4.208 0.398 1.417  -0.671
C 3.633 1.777 0.759  0.616
C 4.230 3.143 1.418  -0.649
C 3.105 4.332 1.147  -0.108
C 3.387 5.193 -0.205  -1.080
C 3.233 4.360 -1.594  -0.177
C 1.851 3.510 -1.731  0.162
C 2.002 2.553 -3.051  -0.256
C 1.528 3.254 -4.446  -0.437
C -0.057 3.098 -4.775  -0.689
C -1.040 3.924 -3.751  -0.834
N -1.775 3.041 -2.763  0.415
C -1.714 1.570 -2.517  -0.225
C -2.813 1.305 -1.347  -0.014
C -3.462 2.723 -0.923  -0.841
C -2.736 3.798 -1.877  -0.457
H -2.413 1.498 5.024  0.304
H -3.770 0.803 4.290  0.284
H -1.924 -1.340 4.357  -0.022
H -0.921 0.279 3.969  0.190
H -2.589 0.802 2.035  0.079
H -4.200 -0.864 1.480  0.285
H -1.523 -0.400 0.368  -0.089
H -1.802 -2.120 1.190  0.145
H 2.716 -2.284 1.094  0.316
H 2.104 0.331 2.433  0.174
H 3.287 -1.066 2.883  0.358
H 5.027 0.582 2.217  0.337
H 4.631 -0.251 0.526  0.332
H 3.809 1.838 -0.400  -0.249
H 2.466 1.817 0.901  -0.225
H 4.309 3.053 2.574  0.328
H 5.286 3.443 0.999  0.241
H 3.235 5.075 2.048  0.282
H 2.010 3.934 1.220  0.030
H 4.484 5.617 -0.168  0.328
H 2.682 6.141 -0.178  0.294
H 4.202 3.719 -1.806  0.079
H 3.217 5.164 -2.460  0.310
H 1.619 2.805 -0.836  -0.255
H 0.977 4.278 -1.798  0.156
H 3.157 2.327 -3.174  0.170
H 1.504 1.498 -2.899  0.212
H 2.102 2.682 -5.305  0.100
H 1.833 4.373 -4.555  0.224
H -0.337 1.977 -4.895  0.288
H -0.220 3.580 -5.841  0.350
H -0.514 4.844 -3.253  0.388
H -1.881 4.388 -4.438  0.453
H -1.007 0.835 -3.084  0.279
H -3.034 0.239 -0.951  0.268
H -4.264 2.873 -0.094  0.317
H -2.969 4.931 -1.823  0.280
O -1.788 -6.595 4.610  -0.588
C -2.693 -5.842 4.311  0.309
O -3.978 -6.239 4.084  -0.335
C -4.748 -5.116 3.650  -0.467
C -3.999 -3.905 4.146  -0.131
C -2.561 -4.363 4.093  -0.056
H -4.819 -5.143 2.558  0.264
H -5.754 -5.175 4.073  0.308
H -4.195 -3.007 3.556  0.078
H -4.279 -3.695 5.185  0.232
H -2.113 -4.185 3.112  0.034
H -1.963 -3.901 4.881  0.361
O -1.982 4.468 2.118  -0.611
C -1.218 4.582 3.055  0.439
O -1.179 3.732 4.121  -0.291
C -0.244 4.224 5.081  -0.534
C 0.684 5.127 4.307  -0.168
C -0.221 5.689 3.237  -0.310
H -0.794 4.763 5.860  0.281
H 0.290 3.387 5.539  0.365
H 1.156 5.892 4.927  0.368
H 1.477 4.532 3.841  -0.060
H -0.743 6.587 3.576  0.328
H 0.324 5.884 2.312  0.177
O -0.700 -12.951 1.946  -0.586
C -0.939 -11.999 2.663  0.490
O -0.073 -11.505 3.594  -0.349
C -0.717 -10.460 4.326  -0.454
C -1.831 -9.976 3.433  -0.277
C -2.227 -11.230 2.692  -0.386
H -1.090 -10.874 5.269  0.256
H 0.003 -9.668 4.548  0.290
H -2.654 -9.514 3.984  0.279
H -1.442 -9.237 2.724  0.200
H -2.976 -11.808 3.240  0.265
H -2.575 -11.006 1.681  0.269
O 5.632 2.430 -3.646  -0.592
C 5.744 2.493 -4.854  0.544
O 4.817 2.022 -5.736  -0.322
C 5.319 2.160 -7.066  -0.414
C 6.372 3.237 -6.984  -0.523
C 6.927 3.049 -5.592  -0.418
H 5.733 1.198 -7.385  0.267
H 4.505 2.436 -7.741  0.311
H 7.126 3.162 -7.770  0.322
H 5.900 4.223 -7.061  0.274
H 7.737 2.315 -5.573  0.269
H 7.252 3.996 -5.158  0.281
O -4.562 -2.078 -1.544  -0.562
C -4.456 -2.021 -2.753  0.428
O -5.389 -2.494 -3.628  -0.394
C -4.893 -2.364 -4.961  -0.468
C -3.838 -1.288 -4.889  -0.626
C -3.277 -1.470 -3.499  0.984
H -4.482 -3.328 -5.277  0.241
H -5.710 -2.090 -5.633  0.349
H -3.087 -1.368 -5.679  0.397
H -4.309 -0.301 -4.968  0.272
H -2.467 -2.205 -3.480  0.350
H -2.948 -0.521 -3.071  -0.956